Entry 1:
Molecular formula: C2H4FNS
Method: DFT, ωB97M-V/def2-TZVPD

```
9
Properties=species:S:1:pos:R:3:lowdin_charge:R:1
C 0.540 0.516 -0.555 -0.3272
C 0.717 0.890 0.817 -0.3050
H -1.505 -2.286 -1.131 -0.1972
H 1.279 0.985 -1.096 0.0955
H -0.238 0.846 1.492 0.1411
H 1.611 0.075 1.264 0.2017
N -0.030 -0.476 -1.056 -0.2750
F 1.492 1.929 0.947 -0.0087
S -1.369 -1.380 -0.202 0.6747
```

## Properties
- E_HOMO: -9.31 eV
- Charge: 0
- ΔE to the lowest compared entry with this formula, charge and spin: 2.765 eV
- SMILES string: FC/C=N\S
- Kohn-Sham gap: 9.904 eV
- Maximum force: 6.48 eV/Å
- Lowest unoccupied orbital energy: 0.0218 Ha



Entry 2:
Molecular formula: C2H10O10V
Method: DFT, ωB97M-V/def2-TZVPD

```
23
Properties=species:S:1:pos:R:3:lowdin_charge:R:1
V 0.370 -0.259 -0.193 0.8993
C -0.604 1.080 2.320 -0.8712
O -0.681 0.834 3.514 0.0137
O -1.535 1.775 1.677 0.1242
O 0.280 0.550 1.675 -0.0751
H -2.198 2.035 2.307 0.1072
C -0.060 2.020 -1.333 -0.8069
O -0.716 1.040 -1.700 -0.0611
O -0.408 3.227 -1.814 0.1048
O 0.845 1.816 -0.505 -0.0501
H -1.234 3.209 -2.366 0.1389
O -1.749 -0.962 -0.013 -0.0052
H -1.869 -1.496 0.753 0.0682
H -2.493 -1.033 -0.562 0.0608
O 0.752 -2.203 1.030 -0.0083
H 0.851 -3.046 0.707 0.0259
H 1.087 -2.241 1.942 0.1105
O 0.313 -1.745 -1.904 -0.0370
H -0.386 -2.362 -2.136 0.0800
H 0.738 -1.621 -2.738 0.0686
O 2.544 -0.130 -0.281 -0.0421
H 2.873 -0.868 0.234 0.0672
H 3.279 0.380 -0.613 0.0876
```

## Properties
- E_HOMO (spin up / spin down): -6.16 / -7.77 eV
- Charge: 0
- ΔE to the lowest compared entry with this formula, charge and spin: 1.430 eV
- Multiplicity: 4
- Kohn-Sham gap (spin up / spin down): 5.552 / 7.152 eV
- Maximum force: 4.98 eV/Å
- Lowest unoccupied orbital energy (spin up / spin down): -0.0222 / -0.0226 Ha
- <S²>: 3.75



Entry 3:
Molecular formula: CH5ClNOS2
Method: DFT, ωB97M-V/def2-TZVPD

```
11
Properties=species:S:1:pos:R:3:lowdin_charge:R:1
C -0.431 -0.387 0.340 -1.0043
N 0.469 0.735 -0.372 0.1812
O -0.781 0.017 1.568 -0.0260
S 0.390 -1.931 0.194 0.8737
S -2.237 -0.416 -0.880 0.3429
Cl -3.652 -0.030 0.463 0.1719
H 1.263 0.169 -0.632 0.1044
H 0.572 1.429 0.422 0.1917
H 0.091 1.298 -1.142 0.1503
H -0.576 -0.643 2.174 0.0811
H -0.033 -2.076 -1.104 -0.0669
```

## Properties
- E_HOMO: -13.22 eV
- Charge: +1
- ΔE to the lowest compared entry with this formula, charge and spin: 1.249 eV
- SMILES string: [NH3+][C@](O)(S)SCl
- Kohn-Sham gap: 8.864 eV
- Maximum force: 4.00 eV/Å
- Lowest unoccupied orbital energy: -0.1599 Ha



Entry 4:
Molecular formula: C5H11NO2
Method: DFT, ωB97M-V/def2-TZVPD

```
19
Properties=species:S:1:pos:R:3:lowdin_charge:R:1
C 0.698 -0.638 -1.282 -0.0606
C 0.611 0.182 -0.034 -0.3043
C -0.396 0.215 0.902 -0.0809
N 0.087 1.006 1.933 0.0123
C 1.316 1.478 1.657 -0.1444
C 1.732 0.915 0.479 -0.0560
H 0.612 -1.713 -1.117 0.0587
H -0.030 -0.404 -2.064 0.0522
H 1.606 -0.454 -1.855 0.0761
H -1.405 -0.098 1.009 0.1070
H -0.472 1.237 2.730 0.1433
H 1.947 2.134 2.234 0.1069
H 2.524 1.103 -0.229 0.0988
H -2.793 1.208 -1.686 0.0418
H -1.432 0.954 -2.224 0.0147
O -1.878 1.484 -1.554 -0.0490
H -0.269 -3.297 0.313 0.0305
H -1.339 -2.284 0.104 0.0147
O -1.118 -3.028 0.683 -0.0618
```

## Properties
- E_HOMO: -8.09 eV
- Charge: 0
- ΔE to the lowest compared entry with this formula, charge and spin: 1.579 eV
- SMILES string: Cc1cc[nH]c1.O.O
- Kohn-Sham gap: 8.737 eV
- Maximum force: 2.13 eV/Å
- Lowest unoccupied orbital energy: 0.0239 Ha



Entry 5:
Molecular formula: C36H58As3ClN2O3PReS
Method: DFT, ωB97M-V/def2-TZVPD

```
106
Properties=species:S:1:pos:R:3:lowdin_charge:R:1
Re -0.534 -0.814 -0.020 1.2191
C 1.612 2.302 0.158 -0.2085
As -0.049 1.656 -0.622 1.0941
C 0.155 2.142 -2.500 -0.2217
C -1.220 3.018 0.148 -0.3036
C -2.675 3.201 -0.299 -0.6632
C -3.232 4.317 0.606 -0.0691
C -3.523 1.955 -0.046 -0.2792
As -2.977 0.129 -0.561 1.1362
C -3.464 -0.059 -2.443 -0.2326
C -4.450 -0.795 0.297 -0.2062
C -2.738 3.602 -1.795 -0.3571
As -4.270 4.768 -2.424 1.1499
C -5.292 3.469 -3.478 -0.3414
C -3.300 5.625 -3.889 -0.3308
H 1.669 3.376 -0.014 0.0627
H 2.482 1.826 -0.290 0.0335
H 1.607 2.122 1.234 0.0427
H 0.065 3.224 -2.561 0.0496
H -0.612 1.682 -3.120 0.0294
H 1.139 1.849 -2.862 0.0369
H -0.677 3.950 -0.030 0.1044
H -1.170 2.819 1.222 0.0535
H -3.052 4.112 1.664 0.0814
H -4.303 4.431 0.457 0.0717
H -2.760 5.268 0.358 0.1011
H -4.489 2.077 -0.544 0.0989
H -3.719 1.850 1.025 0.0852
H -4.438 0.409 -2.584 0.0470
H -3.547 -1.121 -2.676 0.0408
H -2.740 0.394 -3.116 0.0216
H -5.367 -0.395 -0.132 0.0676
H -4.450 -0.610 1.370 0.0494
H -4.406 -1.869 0.124 0.0495
H -2.718 2.709 -2.431 0.0436
H -1.861 4.206 -2.039 0.0571
H -5.918 2.850 -2.837 0.0093
H -4.631 2.843 -4.081 0.0179
H -5.946 4.030 -4.144 0.0313
H -2.538 6.299 -3.501 0.0246
H -4.009 6.214 -4.469 0.0329
H -2.840 4.883 -4.543 0.0280
C 1.283 -0.587 3.595 -0.0240
C 0.545 0.695 3.886 -0.1990
C 1.066 1.604 4.800 -0.0386
C 0.401 2.785 5.097 -0.6497
Cl 1.051 3.870 6.252 0.7678
C -0.806 3.085 4.472 -0.0620
C -1.341 2.184 3.571 -0.0204
C -0.666 1.009 3.274 -0.2601
O -1.271 0.088 2.390 -0.2023
C -1.986 -0.922 3.119 -0.0541
C -2.266 -2.113 2.221 -0.5817
O -2.821 -3.087 2.635 0.1680
O -1.860 -1.990 0.964 -0.4077
H 2.342 -0.389 3.428 0.0928
H 0.867 -1.100 2.722 0.0352
H 1.224 -1.274 4.442 0.1122
H 1.996 1.370 5.303 0.1308
H -1.328 3.999 4.719 0.1239
H -2.308 2.368 3.118 0.1133
H -2.938 -0.525 3.479 0.1585
H -1.419 -1.274 3.980 0.1548
C 1.996 -5.099 1.034 -0.1023
C 1.271 -3.765 1.232 -0.3553
P 0.151 -3.305 -0.152 0.9490
C -1.187 -4.543 -0.013 -0.3315
C -2.367 -4.386 -0.980 -0.1039
C 1.023 -3.710 -1.711 -0.3456
C 0.239 -3.237 -2.948 -0.1265
H 2.558 -5.327 1.938 0.0945
H 2.704 -5.055 0.207 0.0787
H 1.305 -5.924 0.864 0.0806
H 2.010 -2.979 1.379 0.0538
H 0.643 -3.809 2.127 0.0957
H -1.545 -4.512 1.016 0.0799
H -0.693 -5.505 -0.168 0.1007
H -2.636 -3.336 -1.111 0.0407
H -3.234 -4.903 -0.574 0.0964
H -2.154 -4.815 -1.956 0.0734
H 1.151 -4.793 -1.731 0.1028
H 2.021 -3.267 -1.684 0.0751
H -0.517 -3.963 -3.235 0.0747
H 0.905 -3.104 -3.799 0.0916
H -0.279 -2.289 -2.759 0.0331
S 5.833 -0.792 -2.101 1.1344
C 4.233 -0.790 -1.468 -0.4828
C 3.176 -0.679 -2.399 -0.0534
C 1.880 -0.659 -1.970 -0.1936
N 1.539 -0.725 -0.658 -0.2334
C 2.546 -0.799 0.239 -0.1630
C 3.871 -0.853 -0.111 -0.0151
C 6.872 -1.105 -0.677 -0.5138
C 7.120 -0.148 0.295 -0.0812
C 7.997 -0.494 1.320 -0.1092
N 8.590 -1.676 1.378 0.0916
C 8.373 -2.576 0.433 -0.0991
C 7.509 -2.335 -0.633 -0.0655
H 3.393 -0.624 -3.458 0.1318
H 1.069 -0.604 -2.684 0.1039
H 2.269 -0.762 1.286 0.0822
H 4.617 -0.946 0.666 0.1216
H 6.681 0.841 0.258 0.1161
H 8.237 0.209 2.109 0.1216
H 8.898 -3.519 0.521 0.1245
H 7.353 -3.077 -1.405 0.1117
```

## Properties
- E_HOMO (spin up / spin down): -14.79 / -14.79 eV
- Charge: +3
- ΔE to the lowest compared entry with this formula, charge and spin: 0.254 eV
- Multiplicity: 4
- Kohn-Sham gap (spin up / spin down): 5.068 / 4.350 eV
- Maximum force: 2.13 eV/Å
- Lowest unoccupied orbital energy (spin up / spin down): -0.3572 / -0.3836 Ha
- <S²>: 3.79